# 1
DFT (ωB97M-V/def2-TZVPD) results for the molecule C5H9NS at a distorted geometry.

LUMO level = 0.46 eV
HOMO = -8.831 eV
SMILES = NC1C[C@@H]2S[C@H]2C1
Kohn-Sham gap = 9.3 eV

```
! wB97M-V def2-TZVPD RIJCOSX def2/J DEFGRID3
* xyz 0 1
N -1.88 -0.21 -0.73
C -0.84 0.10 0.20
C 0.16 -1.18 0.49
C 1.30 -0.59 -0.31
S 3.08 -0.06 -0.32
C 1.37 0.76 0.18
C -0.05 1.40 0.04
H -2.22 -1.20 -0.51
H -1.63 0.19 -1.78
H -1.34 0.44 1.20
H 0.23 -1.36 1.56
H -0.07 -2.20 0.20
H 0.93 -0.66 -1.29
H 1.41 0.55 1.21
H -0.10 1.87 -0.91
H -0.34 2.15 0.76
*
```

# 2
DFT (ωB97M-V/def2-TZVPD) results for the molecule C4H6O at a distorted geometry.

LUMO level = 1.10 eV
HOMO = -8.844 eV
SMILES = C1=CCOC1
Kohn-Sham gap = 9.9 eV

```
! wB97M-V def2-TZVPD RIJCOSX def2/J DEFGRID3
* xyz 0 1
C 0.69 0.86 -0.23
C 1.07 -0.38 0.05
C -0.14 -1.28 0.05
O -1.20 -0.43 -0.42
C -0.80 0.91 -0.20
H 1.31 1.74 -0.28
H 2.07 -0.73 0.31
H -0.39 -1.67 1.05
H -0.04 -2.13 -0.63
H -1.10 1.43 0.83
H -1.48 1.67 -0.53
*
```

# 3
DFT (ωB97M-V/def2-TZVPD) results for a cluster of 2 separate species, C7H15N in total at a distorted geometry.

LUMO level = -0.80 eV
HOMO = -7.785 eV
Kohn-Sham gap = 7.0 eV

```
! wB97M-V def2-TZVPD RIJCOSX def2/J DEFGRID3
* xyz 0 1
C -2.00 -1.43 -0.37
C -2.28 -0.52 0.84
C -1.75 0.98 0.59
C -0.47 1.06 -0.26
N 1.99 0.34 -1.59
C 1.89 0.00 -0.24
C 0.77 0.40 0.36
C 3.09 -0.31 0.62
H -0.87 -1.59 -0.43
H -2.39 -2.39 -0.06
H -2.20 -0.86 -1.26
H -1.60 -0.94 1.65
H -3.36 -0.57 1.21
H -1.70 1.45 1.60
H -2.65 1.47 0.23
H -0.26 2.06 -0.75
H -0.41 0.10 -2.39
H 2.69 1.07 -1.76
H 0.95 0.68 -1.88
H 0.67 0.06 1.41
H 2.61 -0.84 1.44
H 3.48 0.66 1.06
H 3.83 -0.89 -0.02
*
```

# 4
DFT (ωB97M-V/def2-TZVPD) results for a structure of composition C6H13FeO4 at a distorted geometry.

LUMO level (alpha / beta) = 0.39 / -0.68 eV
HOMO (alpha / beta) = -7.322 / -8.408 eV
⟨S²⟩ = 8.756
Kohn-Sham gap (alpha / beta) = 7.7 / 7.7 eV

```
! wB97M-V def2-TZVPD RIJCOSX def2/J DEFGRID3
* xyz 0 6
O -1.43 0.14 2.49
C -0.15 -0.16 2.21
C 0.70 0.81 1.70
O 0.26 2.12 1.90
C 0.95 3.12 1.18
Fe -1.89 2.08 2.44
H 0.32 -0.91 2.87
H 1.78 0.71 1.81
H 0.57 4.09 1.52
H 2.03 3.06 1.39
H 0.77 3.01 0.10
H -0.01 -1.62 0.75
H 1.04 -0.18 -0.16
O 0.30 -2.11 -0.24
C 0.96 0.32 -4.29
O 1.46 -0.25 -3.11
C 0.47 -0.86 -2.33
C 1.02 -1.21 -0.96
H 1.77 0.78 -4.88
H 0.49 -0.47 -4.89
H 0.20 1.09 -4.07
H 0.10 -1.78 -2.82
H -0.40 -0.19 -2.20
H 2.07 -1.54 -1.05
*
```

Computed energy relative to the best compared isomer or geometry (same formula, charge and spin), in the same sequence as the records: 439.1, 126.2, 590.6, 303.1 kJ/mol.
Computed energy, in the same sequence as the records: -17651.6427, -6290.6095, -8986.3688, -49003.6746 eV.